Below is a structure of composition C20H35CuN5 at a distorted geometry, with properties calculated with the ωB97M-V functional and the def2-TZVPD basis.

CARTESIAN COORDINATES (ANGSTROEM)
1 Cu -5.478 -10.551 24.673
2 C -0.931 -13.854 21.690
3 C -0.671 -12.351 21.627
4 C -0.951 -11.671 23.014
5 C -2.396 -11.554 23.269
6 N -3.548 -11.459 23.399
7 H -1.947 -13.978 22.064
8 H -0.273 -14.468 22.304
9 H -0.823 -14.342 20.721
10 H -1.197 -11.875 20.800
11 H 0.320 -12.036 21.302
12 H -0.633 -10.631 23.084
13 H -0.417 -12.206 23.800
14 C -4.398 -15.269 22.151
15 C -5.115 -14.224 21.245
16 C -6.624 -13.995 21.723
17 C -6.793 -13.172 22.924
18 N -6.960 -12.457 23.852
19 H -4.334 -14.992 23.203
20 H -3.415 -15.529 21.758
21 H -4.861 -16.252 22.232
22 H -5.235 -14.600 20.229
23 H -4.544 -13.302 21.131
24 H -7.043 -14.982 21.919
25 H -7.246 -13.497 20.979
26 C -11.820 -12.536 26.791
27 C -10.332 -12.059 26.642
28 C -10.024 -10.712 25.885
29 C -8.632 -10.446 26.142
30 N -7.519 -10.233 26.432
31 H -12.512 -11.694 26.775
32 H -11.997 -13.234 27.609
33 H -12.018 -13.099 25.879
34 H -9.821 -12.851 26.095
35 H -9.776 -12.113 27.578
36 H -10.580 -9.852 26.259
37 H -10.190 -10.820 24.813
38 C -7.904 -6.686 20.904
39 C -9.127 -7.642 20.838
40 C -9.450 -8.307 22.268
41 C -8.320 -8.744 23.082
42 N -7.421 -9.089 23.803
43 H -7.699 -6.425 19.866
44 H -7.052 -7.200 21.349
45 H -8.033 -5.765 21.472
46 H -8.997 -8.567 20.276
47 H -10.009 -7.108 20.483
48 H -9.982 -9.195 21.928
49 H -10.221 -7.737 22.787
50 C -2.027 -14.137 26.201
51 C -3.214 -15.025 26.232
52 C -4.380 -14.568 27.108
53 C -4.563 -13.141 26.894
54 N -4.779 -11.997 26.710
55 H -2.316 -13.200 25.726
56 H -1.434 -14.593 25.408
57 H -1.394 -14.010 27.079
58 H -3.034 -16.048 26.564
59 H -3.671 -14.962 25.245
60 H -3.948 -14.754 28.091
61 H -5.253 -15.215 27.025

Values from the calculation:
spin multiplicity = 1
E_tot = -73389.9133 eV
charge = +1
energy above the lowest of the compared OMol25 structures with the same formula, charge and spin = 145.6 kJ/mol

Below is a cluster of 12 separate species, C40H112N8O12 in total at a distorted geometry, with properties calculated with the ωB97M-V functional and the def2-TZVPD basis.

CARTESIAN COORDINATES (ANGSTROEM)
1 C -5.152 4.702 4.349
2 C -4.821 3.821 3.124
3 C -4.864 2.346 3.457
4 O -3.799 1.924 4.233
5 C -2.523 2.048 3.605
6 N -5.815 4.142 2.077
7 H -4.414 4.617 5.146
8 H -6.111 4.384 4.773
9 H -5.275 5.734 4.018
10 H -3.853 4.235 2.795
11 H -4.840 1.832 2.474
12 H -5.784 2.087 3.968
13 H -1.784 1.588 4.257
14 H -2.278 3.117 3.510
15 H -2.477 1.593 2.601
16 H -5.927 5.128 1.892
17 H -5.549 3.697 1.199
18 C 3.692 -3.683 -6.851
19 C 2.570 -4.667 -6.630
20 C 1.536 -4.142 -5.670
21 O 2.148 -3.855 -4.442
22 C 1.365 -3.055 -3.598
23 N 1.928 -5.022 -7.912
24 H 3.347 -2.830 -7.446
25 H 4.519 -4.112 -7.420
26 H 4.040 -3.258 -5.910
27 H 2.965 -5.584 -6.157
28 H 0.694 -4.843 -5.555
29 H 1.108 -3.197 -6.050
30 H 2.031 -2.733 -2.794
31 H 0.504 -3.579 -3.184
32 H 1.017 -2.113 -4.054
33 H 1.093 -5.586 -7.760
34 H 2.544 -5.627 -8.448
35 C -1.717 6.446 3.308
36 C -1.360 6.773 1.853
37 C -1.518 5.608 0.924
38 O -0.653 4.570 1.365
39 C -0.807 3.441 0.563
40 N -2.206 7.865 1.330
41 H -1.230 5.546 3.682
42 H -2.797 6.309 3.434
43 H -1.485 7.351 3.875
44 H -0.320 7.106 1.815
45 H -1.254 5.897 -0.104
46 H -2.555 5.221 0.899
47 H 0.017 2.759 0.750
48 H -0.864 3.696 -0.502
49 H -1.749 2.937 0.828
50 H -3.159 7.524 1.213
51 H -2.276 8.634 1.989
52 C -3.733 -1.589 2.671
53 C -4.281 -2.924 3.154
54 C -3.762 -4.120 2.340
55 O -3.814 -3.970 0.975
56 C -5.093 -3.827 0.461
57 N -4.023 -3.109 4.599
58 H -4.296 -0.745 3.077
59 H -3.816 -1.450 1.584
60 H -2.660 -1.495 2.874
61 H -5.372 -2.962 2.994
62 H -4.254 -5.061 2.649
63 H -2.724 -4.325 2.641
64 H -4.989 -3.904 -0.622
65 H -5.504 -2.831 0.665
66 H -5.789 -4.596 0.811
67 H -3.046 -2.902 4.815
68 H -4.139 -4.086 4.872
69 C 4.480 -0.854 -1.903
70 C 5.240 0.432 -2.245
71 C 5.001 1.592 -1.306
72 O 3.624 1.930 -1.269
73 C 3.289 3.130 -0.622
74 N 6.683 0.230 -2.345
75 H 3.527 -0.692 -1.385
76 H 5.091 -1.494 -1.254
77 H 4.248 -1.459 -2.785
78 H 4.873 0.788 -3.213
79 H 5.592 2.468 -1.622
80 H 5.392 1.325 -0.295
81 H 3.703 3.968 -1.209
82 H 3.743 3.215 0.375
83 H 2.214 3.250 -0.567
84 H 7.011 -0.211 -1.482
85 H 6.847 -0.492 -3.048
86 C -4.111 0.175 -0.895
87 C -4.053 1.241 -2.020
88 C -4.207 2.626 -1.463
89 O -5.301 2.782 -0.587
90 C -6.592 2.536 -1.180
91 N -2.871 1.017 -2.861
92 H -5.146 -0.071 -0.647
93 H -3.703 0.593 0.034
94 H -3.584 -0.725 -1.201
95 H -4.980 0.991 -2.556
96 H -4.255 3.377 -2.274
97 H -3.307 2.913 -0.903
98 H -6.804 1.498 -1.457
99 H -6.777 3.190 -2.042
100 H -7.286 2.802 -0.374
101 H -2.526 1.935 -3.174
102 H -2.108 0.731 -2.231
103 C 0.220 0.811 -4.899
104 C 1.525 1.051 -4.158
105 C 2.518 1.800 -5.021
106 O 2.830 1.062 -6.179
107 C 3.380 -0.176 -5.919
108 N 1.198 1.815 -2.921
109 H -0.200 1.762 -5.244
110 H -0.514 0.362 -4.229
111 H 0.360 0.213 -5.805
112 H 1.975 0.091 -3.874
113 H 3.432 2.009 -4.434
114 H 2.117 2.780 -5.278
115 H 4.350 -0.063 -5.397
116 H 3.659 -0.613 -6.873
117 H 2.783 -0.865 -5.322
118 H 2.120 1.990 -2.458
119 H 0.793 1.078 -2.345
120 C 4.729 -0.104 6.204
121 C 4.235 1.151 5.515
122 C 2.905 0.933 4.792
123 O 2.994 0.067 3.668
124 C 3.588 0.588 2.499
125 N 4.036 2.209 6.527
126 H 5.706 0.083 6.667
127 H 4.939 -0.906 5.496
128 H 4.012 -0.396 6.970
129 H 4.957 1.497 4.758
130 H 2.537 1.929 4.478
131 H 2.170 0.535 5.496
132 H 3.709 -0.226 1.789
133 H 4.598 0.945 2.720
134 H 2.946 1.375 2.092
135 H 4.766 2.132 7.232
136 H 4.166 3.140 6.139
137 C -0.786 -0.310 0.783
138 C 0.207 -0.718 -0.274
139 O -0.270 -0.359 -1.576
140 H -0.923 0.772 0.796
141 H -0.409 -0.549 1.780
142 H -1.763 -0.785 0.708
143 H 0.450 -1.782 -0.169
144 H 1.144 -0.171 -0.113
145 H -0.817 -1.095 -1.900
146 C -1.932 -3.710 -1.680
147 C -2.678 -3.130 -2.829
148 O -1.927 -2.018 -3.323
149 H -1.069 -4.322 -1.947
150 H -2.524 -4.441 -1.118
151 H -1.679 -2.935 -0.956
152 H -3.642 -2.748 -2.458
153 H -2.935 -3.831 -3.629
154 H -2.480 -1.593 -3.993
155 C 2.191 -4.610 4.167
156 C 2.660 -3.163 4.188
157 O 1.516 -2.315 4.114
158 H 1.518 -4.831 4.989
159 H 3.075 -5.257 4.247
160 H 1.773 -4.852 3.187
161 H 3.360 -2.972 3.368
162 H 3.221 -2.976 5.118
163 H 1.862 -1.418 3.896
164 C 3.620 -3.710 0.657
165 C 4.304 -4.901 1.282
166 O 3.659 -6.104 0.805
167 H 2.532 -3.740 0.758
168 H 3.825 -3.560 -0.405
169 H 4.008 -2.803 1.135
170 H 4.347 -4.869 2.371
171 H 5.317 -5.009 0.864
172 H 4.147 -6.875 1.101

Values from the calculation:
spin multiplicity = 1
E_tot = -79782.1348 eV
SMILES string = COC[C@H](C)N.COC[C@H](C)N.COC[C@H](C)N.COC[C@H](C)N.COC[C@H](C)N.COC[C@H](C)N.COC[C@H](C)N.COC[C@H](C)N.CCO.CCO.CCO.CCO
energy above the lowest of the compared OMol25 structures with the same formula, charge and spin = 27.2 kJ/mol

Below is a cluster of 4 separate species, C5H15NO2 in total at a distorted geometry, with properties calculated with the ωB97M-V functional and the def2-TZVPD basis.

CARTESIAN COORDINATES (ANGSTROEM)
1 C -1.829 0.358 -1.815
2 C -0.587 -0.071 -1.080
3 C 0.195 1.049 -0.553
4 C -0.206 2.173 0.132
5 C 0.422 2.995 1.067
6 N 0.249 -0.928 -2.027
7 H -2.547 -0.423 -2.014
8 H -2.390 1.221 -1.498
9 H -1.568 0.584 -2.889
10 H -0.985 -0.719 -0.195
11 H 1.331 0.959 -0.616
12 H 1.767 -1.694 0.403
13 H -1.257 2.450 -0.143
14 H -0.216 3.810 1.442
15 H 1.243 2.485 1.650
16 H -0.161 -1.886 -2.026
17 H 1.164 -0.965 -1.567
18 H 1.411 0.127 3.154
19 H 0.906 -0.547 1.877
20 O 0.607 -0.199 2.763
21 H 1.054 -2.967 0.667
22 H 0.896 -3.971 2.064
23 O 0.502 -3.842 1.205

Values from the calculation:
spin multiplicity = 1
E_tot = -11005.9631 eV
energy above the lowest of the compared OMol25 structures with the same formula, charge and spin = 770.3 kJ/mol

Below is a cluster of 2 separate species, C3H10S2 in total at a distorted geometry, with properties calculated with the ωB97M-V functional and the def2-TZVPD basis.

CARTESIAN COORDINATES (ANGSTROEM)
1 C -0.550 1.360 -2.622
2 C -1.104 0.196 -1.824
3 H 0.367 1.778 -2.191
4 H -0.216 0.955 -3.580
5 H -1.282 2.165 -2.753
6 H -1.763 -0.411 -2.439
7 H -1.429 0.587 -0.863
8 H -0.253 -0.450 -1.530
9 C -0.055 -0.371 2.543
10 S 1.416 -0.831 1.509
11 S 2.263 -2.222 2.844
12 H 0.150 0.639 2.890
13 H -1.074 -0.498 2.179
14 H 0.024 -1.048 3.399
15 H 3.508 -1.849 2.439

Values from the calculation:
spin multiplicity = 1
E_tot = -24942.9552 eV
SMILES string = CSS.CC
energy above the lowest of the compared OMol25 structures with the same formula, charge and spin = 71.5 kJ/mol

Below is a cluster of 7 separate species, C10H35N13O7 in total at a distorted geometry, with properties calculated with the ωB97M-V functional and the def2-TZVPD basis.

CARTESIAN COORDINATES (ANGSTROEM)
1 C -1.340 -0.505 4.066
2 C 0.167 -0.258 3.902
3 C 1.095 -0.520 5.191
4 O 2.375 -0.026 5.086
5 C 3.073 -0.301 6.304
6 N 0.710 -0.860 2.712
7 H -1.635 0.295 4.745
8 H -1.510 -1.530 4.398
9 H -1.809 -0.378 3.090
10 H 0.286 0.803 3.679
11 H 1.036 -1.607 5.238
12 H 0.697 -0.267 6.174
13 H 3.478 -1.310 6.386
14 H 2.626 0.075 7.224
15 H 3.872 0.434 6.212
16 H 0.972 -1.832 2.800
17 H 1.643 -0.479 2.646
18 C -4.039 -0.794 -4.197
19 O -3.449 -1.299 -5.134
20 N -4.443 0.477 -4.215
21 N -4.297 -1.510 -3.080
22 H -4.107 1.027 -4.993
23 H -4.910 0.901 -3.426
24 H -3.776 -2.374 -3.128
25 H -4.778 -1.168 -2.261
26 C -4.256 1.047 -0.311
27 O -5.060 1.707 0.251
28 N -4.185 -0.264 -0.321
29 N -3.315 1.522 -1.058
30 H -3.331 -0.637 -0.712
31 H -4.792 -0.750 0.324
32 H -2.759 0.914 -1.643
33 H -3.244 2.520 -1.192
34 C 3.455 0.291 1.538
35 O 2.808 -0.353 0.695
36 N 3.182 1.519 1.697
37 N 4.214 -0.173 2.503
38 H 3.759 2.101 2.287
39 H 2.559 1.974 1.044
40 H 4.156 -1.159 2.717
41 H 4.687 0.473 3.117
42 C 1.799 2.438 -1.384
43 O 1.995 3.309 -0.618
44 N 0.664 1.812 -1.553
45 N 2.764 1.879 -2.007
46 H 0.702 1.039 -2.203
47 H -0.067 2.035 -0.892
48 H 3.600 2.400 -1.784
49 H 2.569 1.014 -2.492
50 C 1.395 -0.343 -4.694
51 O 2.116 -0.314 -3.693
52 N 1.730 -0.773 -5.886
53 N 0.098 -0.185 -4.677
54 H 1.226 -1.039 -6.720
55 H 2.656 -1.172 -5.833
56 H -0.322 -0.241 -3.761
57 H -0.344 -0.437 -5.550
58 C -0.719 -1.102 -1.221
59 O -1.599 -0.833 -2.025
60 N 0.505 -1.260 -1.458
61 N -0.865 -1.123 0.049
62 H 1.008 -1.245 -2.334
63 H 1.084 -1.380 -0.639
64 H -1.751 -0.816 0.425
65 H -0.058 -1.389 0.594

Values from the calculation:
spin multiplicity = 1
E_tot = -44644.1907 eV
SMILES string = COC[C@H](C)N.NC(N)=O.NC(N)=O.NC(N)=O.NC(N)=O.NC(N)=O.NC(N)=O
energy above the lowest of the compared OMol25 structures with the same formula, charge and spin = 399.3 kJ/mol

Below is a structure of composition C15H23ClN2STc at a distorted geometry, with properties calculated with the ωB97M-V functional and the def2-TZVPD basis.

CARTESIAN COORDINATES (ANGSTROEM)
1 C 0.478 1.371 -4.061
2 C 1.677 1.589 -4.999
3 C 0.198 -0.136 -3.934
4 C -0.774 2.083 -4.593
5 Cl 0.873 2.036 -2.486
6 H -0.016 -0.551 -4.927
7 H -0.664 -0.334 -3.285
8 H 1.061 -0.665 -3.515
9 H 1.411 1.262 -6.012
10 H 2.546 1.014 -4.659
11 H 1.978 2.640 -5.050
12 H -0.957 1.783 -5.632
13 H -0.661 3.170 -4.565
14 H -1.653 1.825 -3.989
15 C 2.095 -1.736 2.184
16 C 0.909 -2.474 1.776
17 C 0.676 -2.149 0.368
18 H 0.457 -3.306 2.316
19 C 1.600 -1.088 0.017
20 C 2.523 -0.943 1.101
21 H 3.440 -0.355 1.051
22 H 2.620 -1.868 3.129
23 H 0.091 -2.733 -0.333
24 H 1.678 -0.608 -0.959
25 C -2.250 0.223 2.018
26 C -2.308 -1.183 2.349
27 C -2.088 -1.925 1.142
28 H -2.527 -1.596 3.331
29 C -1.913 -0.986 0.058
30 C -2.000 0.342 0.598
31 H -1.918 1.258 0.021
32 H -2.421 1.045 2.700
33 H -2.085 -3.003 1.059
34 H -1.784 -1.198 -0.997
35 Tc -0.326 -0.722 1.512
36 N -0.339 2.056 4.951
37 C 0.094 1.015 4.239
38 N 0.156 -0.180 4.836
39 S 0.583 1.326 2.601
40 H -0.625 1.970 5.919
41 H -0.333 2.977 4.535
42 H 0.536 -0.992 4.355
43 H -0.039 -0.252 5.831

Values from the calculation:
spin multiplicity = 4
E_tot = -44448.0141 eV
charge = +2
energy above the lowest of the compared OMol25 structures with the same formula, charge and spin = 0.0 kJ/mol

Below is a structure of composition C16H22CrIN5 at a distorted geometry, with properties calculated with the ωB97M-V functional and the def2-TZVPD basis.

CARTESIAN COORDINATES (ANGSTROEM)
1 Cr 0.224 0.242 0.514
2 C -2.211 -1.675 0.672
3 C -2.627 -0.270 0.249
4 N -1.809 0.772 0.925
5 C -2.024 2.103 0.308
6 C -1.298 2.133 -1.014
7 C -1.606 2.965 -2.067
8 C -0.834 2.889 -3.222
9 C 0.191 1.958 -3.299
10 C 0.434 1.139 -2.212
11 C 1.488 0.058 -2.218
12 N 1.586 -0.659 -0.914
13 C 1.168 -2.089 -0.984
14 C -0.342 -2.257 -0.868
15 N -0.764 -1.888 0.495
16 N -0.283 1.251 -1.084
17 H -2.797 -2.402 0.101
18 H -2.451 -1.819 1.725
19 H -3.690 -0.135 0.467
20 H -2.503 -0.150 -0.829
21 H -2.108 0.813 1.894
22 H -1.598 2.862 0.968
23 H -3.086 2.322 0.174
24 H -2.432 3.660 -1.995
25 H -1.039 3.541 -4.060
26 H 0.792 1.869 -4.194
27 H 2.451 0.504 -2.467
28 H 1.257 -0.651 -3.017
29 H 2.566 -0.673 -0.659
30 H 1.635 -2.605 -0.143
31 H 1.527 -2.554 -1.905
32 H -0.601 -3.289 -1.120
33 H -0.857 -1.606 -1.580
34 H -0.467 -2.615 1.136
35 I -0.366 -0.547 4.079
36 C 1.429 0.372 3.479
37 C 2.301 0.799 4.463
38 C 3.531 1.309 4.080
39 C 3.837 1.359 2.727
40 C 2.896 0.924 1.822
41 N 1.686 0.437 2.166
42 H 2.029 0.722 5.505
43 H 4.240 1.650 4.823
44 H 4.789 1.734 2.381
45 H 3.105 0.987 0.762

Values from the calculation:
spin multiplicity = 5
E_tot = -60909.9847 eV
charge = +2

Below is a cluster of 2 separate species, C9H14BF4N2O8 in total, with properties calculated with the ωB97M-V functional and the def2-TZVPD basis.

CARTESIAN COORDINATES (ANGSTROEM)
1 O -4.786 -2.532 4.151
2 C -3.741 -2.081 4.413
3 F -3.186 -2.039 5.605
4 N -2.868 -1.437 3.431
5 C -2.297 -2.322 2.566
6 O -2.056 -3.470 2.730
7 N -1.912 -1.730 1.221
8 C -1.389 -0.311 1.195
9 O -0.001 -0.392 1.054
10 C 0.508 0.015 -0.160
11 F 1.755 -0.318 -0.198
12 F -0.160 -0.588 -1.163
13 F 0.365 1.318 -0.323
14 C -3.048 -2.005 0.240
15 B -4.434 -1.272 0.570
16 O -4.506 -0.097 1.318
17 O -5.529 -1.917 0.139
18 H -3.392 -0.686 2.977
19 H -1.109 -2.298 0.927
20 H -1.861 0.222 0.365
21 H -1.609 0.191 2.136
22 H -3.227 -3.085 0.299
23 H -2.674 -1.803 -0.769
24 H -4.063 0.675 0.942
25 H -6.298 -1.337 0.020
26 C 3.205 1.884 -1.948
27 C 4.314 2.270 -2.892
28 C 5.592 1.458 -2.806
29 O 6.574 2.402 -3.232
30 C 6.115 3.647 -2.943
31 O 6.756 4.641 -2.998
32 O 4.806 3.581 -2.577
33 H 2.718 0.973 -2.299
34 H 3.591 1.718 -0.941
35 H 2.467 2.684 -1.900
36 H 3.952 2.294 -3.924
37 H 5.612 0.583 -3.450
38 H 5.815 1.165 -1.776

Values from the calculation:
spin multiplicity = 1
E_tot = -40462.6523 eV
charge = +1